1.
105
Properties=species:S:1:pos:R:3:lowdin_charge:R:1 method="wB97M-V/def2-TZVPD" total_charge=+1 e_above_lowest_kj_mol=92.2 homo_lumo_gap_ev="7.04 / 7.04" lumo_energy_ha="-0.0910 / -0.0909" energy_ha=-3856.35853
H 1.619 4.893 3.610 0.108
C -4.140 -2.185 -1.278 -0.391
H 6.128 -0.288 -3.029 0.119
C 1.729 3.341 2.166 -0.014
O 0.676 -9.016 0.592 0.142
H 6.474 4.465 -2.020 0.109
N -3.532 -1.115 -0.842 0.029
H 5.404 -3.683 -0.535 0.121
C -1.804 -0.460 2.599 -0.122
C -1.784 3.861 0.257 -0.041
H 1.714 -1.005 3.661 0.125
H -2.253 -9.239 -0.066 0.104
C 1.794 1.061 3.034 -0.143
C -1.424 -4.679 -0.709 -0.422
S -1.693 -3.030 -1.346 1.066
C 5.461 -0.876 -2.412 -0.025
H 2.051 4.564 -3.745 0.122
O -0.829 1.031 0.195 -0.581
C 4.255 2.705 -0.172 -0.007
H 7.457 -3.532 -1.952 0.083
C -3.310 4.824 -1.857 -0.028
H -5.982 2.031 -1.306 0.102
H -6.180 1.613 0.399 0.107
H -1.808 0.119 4.659 0.101
C 3.156 3.739 -2.081 -0.152
O 0.704 -1.753 -1.038 -0.624
C 1.736 -0.840 1.543 -0.048
C -1.828 3.186 -0.954 -0.404
H 0.599 -4.551 -1.414 0.106
H -1.204 3.461 1.077 0.115
C 3.737 -2.387 -0.840 -0.056
C -3.264 5.538 -0.665 -0.259
C -0.443 -8.705 0.305 -0.478
H 1.811 0.919 5.184 0.118
C 0.152 -6.481 -0.594 0.013
C -1.976 -1.489 1.663 -0.255
C 0.821 3.334 -2.530 -0.059
C 1.801 1.946 1.931 -0.111
C 1.756 -0.338 2.809 0.002
C -4.244 0.065 -0.613 -0.458
H 1.712 3.350 5.546 0.108
C 3.296 -1.224 -1.456 -0.367
C 1.826 1.409 0.613 -0.171
C -0.151 -5.181 -0.952 -0.067
C -5.532 -2.250 -1.473 0.038
S -0.852 1.709 -1.154 1.052
C 1.992 3.936 -2.867 -0.001
C 1.727 2.948 4.543 -0.063
H 1.139 -6.889 -0.759 0.130
C 5.934 -2.025 -1.789 -0.257
H 1.641 -1.902 1.363 0.112
C -2.388 -5.459 -0.091 -0.075
C -6.222 -1.111 -1.230 -0.016
C -2.371 -2.735 2.146 -0.115
C 7.367 -2.447 -1.932 -0.041
C 1.777 1.599 4.343 -0.020
O -1.428 -9.624 0.258 0.130
H 4.210 2.085 0.713 0.122
H -4.629 6.818 0.385 0.086
H -4.635 7.039 -1.368 0.078
H 7.809 -2.044 -2.840 0.080
H 4.447 4.915 -3.341 0.117
Ru -1.578 -1.062 -0.234 0.888
H -7.403 1.085 -0.788 0.096
C -0.826 -7.294 -0.032 -0.122
H -2.848 -7.372 0.715 0.125
H 7.953 -2.085 -1.085 0.091
C -2.089 -6.772 0.229 -0.004
H 3.779 0.419 -2.749 0.111
C 3.076 2.935 -0.922 -0.109
H 3.057 -2.978 -0.244 0.108
C 5.051 -2.780 -1.014 -0.021
H -1.548 0.538 2.260 0.079
H -3.373 -5.066 0.114 0.112
H -2.474 -2.119 5.477 0.099
C 1.685 3.828 3.440 -0.059
H -2.871 -3.937 3.853 0.101
H -6.010 -3.159 -1.796 0.128
H -7.295 -1.056 -1.347 0.142
N -5.614 0.027 -0.837 -0.028
C -2.505 5.031 0.392 -0.015
H 6.341 3.045 0.008 0.110
H -0.059 3.476 -3.141 0.107
H -2.530 -3.549 1.466 0.047
H -3.300 7.660 -0.396 0.090
H 1.706 4.016 1.321 0.121
C -4.003 6.834 -0.507 -0.042
C 4.400 4.297 -2.455 -0.024
C -1.965 -0.690 3.957 -0.099
C -6.346 1.267 -0.619 0.015
C 1.818 0.052 0.453 -0.311
H -3.910 5.193 -2.678 0.115
O -3.394 -3.253 -1.569 -0.271
H -2.478 5.568 1.331 0.123
C 5.523 4.050 -1.719 -0.062
O -3.659 1.050 -0.246 0.079
C 0.746 2.523 -1.374 -0.302
H -2.650 3.083 -2.932 0.115
C 1.835 2.317 -0.569 -0.152
C -2.556 -2.961 3.507 -0.096
C 5.447 3.243 -0.566 -0.055
C -2.596 3.642 -2.007 -0.087
C 4.142 -0.473 -2.256 -0.070
C -2.341 -1.943 4.419 -0.105
S 1.657 -0.586 -1.203 1.054

2.
52
Properties=species:S:1:pos:R:3:lowdin_charge:R:1 method="wB97M-V/def2-TZVPD" e_above_lowest_kj_mol=52.2 homo_lumo_gap_ev=10.09 lumo_energy_ha=0.0122 energy_ha=-1040.29771
C -0.479 -0.618 -4.023 -0.062
H 0.760 -2.142 -0.151 0.050
O 1.090 5.559 0.396 -0.064
H -0.543 5.292 -0.827 0.114
O -1.983 -2.372 3.812 -0.156
C 2.841 0.666 -1.013 -0.073
H 1.702 -1.930 1.241 0.088
H 1.535 5.113 1.120 0.079
H -2.673 1.305 3.990 0.073
C -0.126 4.874 0.079 -0.222
H 0.289 0.083 -2.140 0.071
H -3.080 0.824 2.408 0.071
H -1.089 -1.366 -1.569 0.064
H -3.072 -0.111 -1.428 0.098
H 1.181 1.377 -0.169 -0.003
H -1.654 0.142 3.250 0.082
H -0.963 -2.114 0.796 0.106
H -3.410 -0.873 0.143 0.062
H 0.250 -0.654 -4.800 0.062
O -0.306 -2.417 1.547 -0.160
C -2.253 1.034 3.054 -0.104
O -1.774 -1.618 -0.854 -0.169
H 3.475 1.541 -0.996 0.079
H -1.975 -4.498 3.947 0.066
H 3.032 0.148 -1.958 0.044
H -0.869 4.999 0.919 0.123
C 0.871 -2.556 0.819 -0.168
O 0.491 2.522 0.810 -0.083
H -0.202 2.235 1.456 0.066
H 4.645 -2.407 -3.805 0.096
H -0.765 0.468 -4.073 0.103
H -1.383 -2.349 3.037 0.029
C -2.640 -0.540 -0.491 -0.127
C -1.901 -3.601 4.531 -0.161
H 2.189 -0.911 -3.497 0.077
O 2.962 -1.319 -4.014 -0.144
H -0.981 -3.527 5.121 0.074
H -2.678 -3.703 5.311 0.077
O -1.487 2.126 2.548 -0.136
C 0.030 3.366 -0.209 -0.249
H 3.106 -0.053 -0.178 0.099
O 0.083 -0.735 -2.666 -0.193
H -2.033 2.936 2.664 0.117
H 1.236 -3.576 0.807 0.081
H 3.240 -3.082 -2.945 0.080
H 3.968 -1.663 -2.256 0.058
H -1.000 3.179 -0.449 0.110
C 3.735 -2.133 -3.217 -0.206
H -2.128 0.198 0.097 0.055
O 1.416 1.006 -1.003 -0.161
H 0.605 3.169 -1.095 0.113
H -1.285 -1.297 -4.078 0.071

3.
47
Properties=species:S:1:pos:R:3:lowdin_charge:R:1 method="wB97M-V/def2-TZVPD" e_above_lowest_kj_mol=199.3 homo_lumo_gap_ev="6.97 / 6.97" lumo_energy_ha="-0.0437 / -0.0437" energy_ha=-5075.12014
Cl -1.379 2.915 2.592 0.643
Br -0.266 -2.059 0.265 1.029
Cl 0.489 2.966 4.804 0.652
C 2.634 -2.644 -3.285 -0.024
H -2.645 -0.651 0.914 0.028
C 1.618 0.048 -0.845 -0.259
H -5.635 0.543 -0.718 0.083
H 4.353 1.486 -2.264 0.107
N -3.659 -0.095 -0.835 -0.249
C 3.601 -0.410 -2.844 -0.039
C -2.185 2.337 -2.395 -0.056
C -3.412 0.048 0.588 -0.109
C -0.347 0.625 3.627 -0.786
H -2.767 -0.199 -2.696 0.123
H 1.770 -4.582 -3.510 0.108
C 0.863 -2.275 -1.258 -0.522
H -4.501 1.860 -1.060 0.082
H -4.912 0.677 -2.324 0.084
H 3.360 -2.781 -4.077 0.116
Ir 0.181 0.291 0.611 0.935
H 2.636 1.893 -0.589 0.071
C 1.685 -1.186 -1.552 -0.219
H -1.805 -0.841 -1.388 0.041
O -0.473 -0.095 2.566 -0.282
H -2.004 4.379 -3.039 0.103
C 0.024 2.130 3.337 -1.476
C 1.761 -3.645 -2.971 -0.068
H -3.094 1.064 0.869 0.067
H -4.325 -0.186 1.138 0.090
C -4.722 0.800 -1.257 -0.115
C -1.676 1.293 -1.624 -0.202
C -0.439 3.792 -1.693 -0.082
C 3.601 0.726 -2.095 -0.062
Cl 1.397 2.216 2.185 0.665
C -1.587 3.587 -2.431 -0.081
O -0.521 0.288 4.764 0.077
C -0.506 1.500 -0.878 -0.236
C 2.640 -1.414 -2.580 -0.157
H -3.067 2.157 -2.997 0.106
H 0.189 -4.267 -1.600 0.107
C 0.103 2.746 -0.957 -0.153
C 0.854 -3.470 -1.903 -0.109
H 4.338 -0.576 -3.619 0.113
C 2.603 0.953 -1.117 -0.113
H 1.012 2.944 -0.413 0.042
H 0.062 4.752 -1.705 0.105
C -2.452 -0.018 -1.665 -0.177

4.
94
Properties=species:S:1:pos:R:3:lowdin_charge:R:1 method="wB97M-V/def2-TZVPD" homo_lumo_gap_ev=7.59 lumo_energy_ha=-0.0281 energy_ha=-28820.75653
H -1.822 -1.683 -1.368 0.090
H 3.354 -2.816 4.923 0.113
I 7.057 -1.389 1.559 0.452
H -2.346 3.955 -6.756 0.059
C 1.385 -2.728 2.370 -0.165
C 2.800 -2.273 -1.211 -0.088
O -1.153 -5.327 2.380 0.196
H -4.997 -2.945 2.756 0.035
H 4.118 2.549 4.095 0.053
P 5.802 -2.400 3.390 0.484
H -2.925 2.339 -6.311 0.052
H -5.621 -0.087 3.892 0.063
C -3.692 3.952 -5.079 -0.659
O 5.852 -1.265 4.565 -0.451
C -5.158 -3.938 3.165 0.001
O 4.998 -1.498 -0.933 -0.056
H -5.408 1.734 5.480 0.058
C 2.992 -2.714 3.902 -0.302
C -4.862 -0.172 4.667 -0.647
H -3.925 1.779 4.507 0.049
C 2.327 -2.543 1.342 -0.157
C 3.879 -1.206 -1.134 -0.792
C -1.648 -4.447 2.991 -0.420
Si -1.494 0.791 -0.420 0.414
Br 0.246 5.935 -2.709 0.582
N 3.680 -2.432 1.598 0.097
C 3.154 2.694 3.617 -0.681
H 3.932 -1.178 -3.949 0.020
Br -0.988 3.025 -4.920 0.657
H 0.835 0.339 -0.999 -0.013
C -2.623 3.308 -5.926 -0.668
C -1.906 -2.899 0.371 -0.087
H -2.552 -2.954 1.238 0.089
C -2.221 2.326 0.415 -0.150
H 2.638 5.904 -3.303 0.058
C 3.754 -0.660 -4.885 -0.699
Br 3.112 -0.199 3.542 1.033
C 3.991 -2.485 2.864 -0.633
Br 3.055 -3.275 -5.810 0.607
H -1.249 1.647 -2.675 -0.045
O -2.868 -4.679 3.664 0.076
H -1.872 2.334 1.448 0.026
H -5.205 -0.857 5.436 0.054
H 5.076 -0.683 4.521 -0.071
H 0.712 0.508 0.737 0.021
H -1.703 -0.015 -2.769 0.035
H 3.276 -3.221 -1.446 0.136
C -1.916 0.914 -2.233 -0.201
H -4.512 4.295 -5.706 0.058
H 4.967 -1.779 -6.250 0.059
C 0.012 -2.859 2.041 -0.087
O -3.984 -5.505 1.872 0.148
Br 0.475 7.458 -6.056 0.597
Br 1.960 0.089 -4.788 0.591
H -0.505 -3.120 4.124 0.129
H -5.247 -3.909 4.250 0.089
H -1.862 3.189 -0.144 0.028
C -4.508 1.188 5.206 -0.697
Br 1.851 2.955 5.038 0.619
H 2.766 7.483 -5.140 0.057
H -1.697 -2.250 3.205 -0.051
C 1.808 7.357 -4.641 -0.697
H -6.036 -4.374 2.705 0.088
O -2.159 -0.520 0.368 -0.213
H 2.159 -2.021 -2.060 0.098
C 1.757 6.033 -3.927 -0.698
Br -3.334 -1.017 3.800 0.833
H -3.307 2.235 0.399 0.028
C 2.766 1.549 2.720 -0.580
H 0.654 1.957 -0.315 0.043
H -2.947 1.202 -2.441 -0.062
H -3.327 4.779 -4.478 0.053
C -0.989 -3.089 3.147 -0.075
H 1.668 5.191 -4.607 0.037
N 1.726 -2.853 3.692 0.123
H 1.715 1.558 2.453 0.036
H -2.025 -3.769 -0.277 0.143
H 0.183 -2.540 -1.303 0.128
C -3.958 -4.784 2.816 -0.506
C 0.525 -2.573 -0.275 0.032
H 3.164 3.629 3.060 0.060
C -2.380 -1.677 -0.432 -0.237
H 1.631 8.199 -3.980 0.049
C 3.916 -1.552 -6.086 -0.691
Cl 3.542 0.531 -1.411 0.661
H 3.491 -1.126 -6.989 0.050
Br -3.466 1.059 6.843 0.615
H 4.418 0.198 -4.953 0.063
C 1.870 -2.449 -0.004 -0.122
Br -4.476 2.653 -3.849 0.685
C -0.439 -2.771 0.745 -0.130
H 3.371 1.554 1.813 0.060
H -3.457 -1.777 -0.576 0.129
C 0.354 0.914 -0.208 -0.167